17
Properties=species:S:1:pos:R:3:nbo_charge:R:1 method="wB97M-V/def2-TZVPD" total_charge=0 de_lowest_kcal_mol=43.0 gap_ev=10.18 fmax_ev_per_a=3.75 homo_ev=-9.44
C -0.9149 0.2926 1.6232 -0.63
C -0.9980 -0.3570 0.2657 -0.04
N -2.2399 -0.2491 -0.5674 -0.85
C 0.1442 0.1581 -0.6615 -0.50
C 1.5918 0.0309 -0.1169 0.68
N 2.5953 -0.5797 -0.9742 -0.86
O 1.9601 0.7356 0.8086 -0.58
H -0.8747 1.4723 1.5353 0.21
H -1.7210 -0.0670 2.2547 0.21
H 0.0286 -0.0441 2.0946 0.24
H -0.6342 -1.3602 0.3084 0.17
H -1.9843 0.3725 -1.3475 0.37
H -2.9220 -0.0383 0.1467 0.38
H -0.1667 1.1814 -0.9290 0.23
H 0.1471 -0.5182 -1.5717 0.21
H 3.6123 -0.3403 -0.9120 0.40
H 2.3763 -0.6895 -1.9569 0.38